16
Properties=species:S:1:pos:R:3:forces:R:3 method="wB97M-V/def2-TZVPD" molar_mass_g_mol=108.1 de_lowest_kcal_mol=165.4 homo_ha=-0.3314 total_energy_ev=-9429.068 smiles="C1=C[C@@H]2O[C@H]2[C@H]2C[C@@H]12" homo_lumo_gap_ev=9.82
C 0.340 -0.972 1.113 -0.93 -1.87 4.17
C -0.651 -0.110 1.604 3.15 -3.87 -0.39
C -0.808 0.875 0.610 0.58 3.67 -4.35
O -1.839 1.173 -0.522 1.90 -1.10 1.52
C -0.817 0.106 -0.609 -0.08 2.53 -3.17
C 0.514 -0.160 -1.288 1.78 -0.23 -0.88
C 1.941 0.145 -0.598 -2.56 4.28 -0.08
C 1.154 -0.974 -0.084 -0.39 -2.39 -3.16
H 0.550 -1.931 1.681 -0.31 1.40 -0.05
H -1.131 -0.429 2.481 -0.77 0.38 1.10
H -0.016 1.718 0.408 -1.76 -1.36 1.38
H -1.314 -0.823 -0.688 -0.84 -0.78 0.48
H 0.611 -0.568 -2.345 -0.56 0.12 1.74
H 1.649 1.275 -0.150 2.05 -3.40 -0.61
H 2.917 -0.063 -1.096 -1.22 0.58 0.26
H 1.405 -2.015 -0.599 -0.02 2.03 2.03

***

16
Properties=species:S:1:pos:R:3:forces:R:3 method="wB97M-V/def2-TZVPD" molar_mass_g_mol=108.1 de_lowest_kcal_mol=74.5 homo_ha=-0.3374 total_energy_ev=-9433.010 homo_lumo_gap_ev=9.35
C 1.973 0.138 -1.747 -1.28 -0.34 0.74
C 1.071 0.039 -0.954 0.18 -0.04 0.32
C -0.031 0.074 -0.028 0.15 5.23 -0.63
C -0.577 1.300 0.336 0.81 -1.32 -0.70
C -0.052 2.722 0.066 -0.27 -2.80 -0.41
C -0.677 -1.030 0.585 0.40 -3.64 -0.76
C 0.261 -2.296 0.500 -1.78 -0.45 -0.24
O -1.830 -1.007 0.955 0.38 -0.41 0.51
H 2.558 0.089 -2.606 0.87 0.11 -0.65
H -1.454 1.066 0.939 0.00 0.93 0.18
H 0.657 2.811 0.878 0.75 0.48 -0.14
H 0.399 2.728 -0.966 -0.34 0.50 1.25
H -0.834 3.419 0.282 -0.39 0.58 -0.43
H 0.309 -2.616 -0.593 -0.46 0.20 1.35
H 1.269 -2.001 0.690 0.71 0.21 0.48
H -0.064 -3.121 1.188 0.26 0.76 -0.88

***

16
Properties=species:S:1:pos:R:3:forces:R:3 method="wB97M-V/def2-TZVPD" molar_mass_g_mol=108.1 de_lowest_kcal_mol=168.4 homo_ha=-0.3271 total_energy_ev=-9428.940 homo_lumo_gap_ev=9.38
C 1.916 -1.455 0.517 -2.61 3.31 -1.66
C 0.906 -0.475 0.134 2.32 -1.93 1.46
C -0.187 -0.651 -0.960 2.61 -5.40 -0.44
C -0.963 0.664 -0.932 -4.25 -1.91 -1.83
C -1.154 0.466 0.630 -4.00 -1.17 1.99
C 0.316 0.834 0.764 -0.74 -3.19 -4.97
C -0.187 1.791 -0.513 1.09 6.79 1.32
H 2.744 -1.435 1.212 -0.54 1.30 0.88
H 2.194 -2.347 -0.032 -1.16 -0.03 -0.93
H 0.583 -1.343 -1.914 -3.20 2.65 2.25
H -1.005 -1.397 -0.361 2.62 1.08 -2.90
H -1.936 0.628 -1.605 2.27 0.64 1.18
H -1.753 -0.614 0.741 2.32 2.35 0.28
H -1.819 1.007 1.354 0.56 0.84 -1.47
H 0.624 1.225 1.602 1.99 2.13 4.30
O -0.279 3.100 -0.638 0.72 -7.45 0.53

***

17
Properties=species:S:1:pos:R:3:forces:R:3 method="wB97M-V/def2-TZVPD" molar_mass_g_mol=124.1 de_lowest_kcal_mol=108.0 homo_ha=-0.3627 total_energy_ev=-11478.876 smiles="C=C[C@@]12C[C@@H]1CC(=O)O2" homo_lumo_gap_ev=10.66
C 2.444 -0.315 -0.625 3.92 -0.02 -0.09
C 1.352 -0.974 -0.426 -1.07 -3.48 0.18
C 0.168 -0.411 0.164 0.54 -2.08 -2.99
C 0.008 0.071 1.446 0.99 0.65 6.94
C -0.103 0.989 0.140 -4.69 -0.83 0.76
C -1.504 1.060 -0.649 -1.30 -0.56 3.79
C -2.162 -0.377 -0.423 2.03 -1.77 2.49
O -3.221 -0.923 -0.168 2.04 2.29 -1.64
O -0.979 -1.129 -0.016 -3.62 -1.75 -3.13
H 2.389 0.789 -0.488 0.73 -0.94 -0.09
H 3.477 -0.929 -0.735 -2.56 2.00 -0.25
H 1.203 -2.081 -0.571 0.77 1.06 0.17
H -0.954 -0.358 1.974 1.88 1.42 -1.20
H 0.928 -0.189 2.283 -2.22 1.99 -2.64
H 0.457 1.770 -0.192 2.29 1.68 -0.27
H -2.206 1.705 -0.050 0.54 0.00 -1.38
H -1.296 1.304 -1.666 -0.29 0.37 -0.65